Entry 1:
Molecular formula: C3H3O3S
Method: DFT, ωB97M-V with the def2-TZVPD basis set

```
10
C3H3O3S (ωB97M-V with the def2-TZVPD basis set)
C -1.277 0.895 0.794
C -2.405 0.752 0.229
C 1.704 -0.603 -0.089
O 2.086 -0.576 1.057
O 0.818 0.068 -0.671
O 2.352 -1.481 -0.990
S -3.790 0.433 -0.469
H -1.047 1.258 1.775
H -0.352 0.591 0.205
H 1.912 -1.337 -1.840
```

E_HOMO (spin up / spin down): -2.32 / -4.94 eV
E_LUMO (spin up / spin down): 3.22 / 1.26 eV
Relative energy (zero: lowest compared OMol25 entry of this formula, charge and spin): 5.07 kcal/mol
Net charge: -1
2S+1: 3

***

Entry 2:
Molecular formula: C3H3O3S2
Method: DFT, ωB97M-V with the def2-TZVPD basis set

```
11
C3H3O3S2 (ωB97M-V with the def2-TZVPD basis set)
C -0.109 3.265 0.090
C -0.051 0.534 -0.684
C 1.178 0.323 -0.224
O 0.195 4.310 -0.352
O -0.362 2.664 1.074
O 1.552 -0.890 0.241
S -0.693 1.876 -1.554
S -1.167 -0.855 -0.248
H 2.020 1.033 -0.372
H 0.861 -1.581 -0.068
H -2.180 -0.678 -1.155
```

E_HOMO: -3.50 eV
E_LUMO: 3.12 eV
SMILES: O=C([O-])S/C(S)=C/O
Relative energy (zero: lowest compared OMol25 entry of this formula, charge and spin): 0.00 kcal/mol
Net charge: -1

***

Entry 3:
Molecular formula: C3H3O4Yb
Method: DFT, ωB97M-V with the def2-TZVPD basis set

```
11
C3H3O4Yb (ωB97M-V with the def2-TZVPD basis set)
C 0.169 -0.735 -1.198
C -0.412 -1.592 -0.217
O -1.257 -1.242 0.665
H 0.396 -1.336 -2.404
H -0.177 -2.670 -0.298
H -0.113 0.327 -1.010
C 0.802 2.567 1.542
O 1.641 3.318 1.303
O -0.039 1.794 1.770
Yb -2.440 0.569 1.472
O 1.430 -1.000 -1.625
```

E_HOMO (spin up / spin down): -6.90 / -6.83 eV
E_LUMO (spin up / spin down): -0.32 / -2.52 eV
Relative energy (zero: lowest compared OMol25 entry of this formula, charge and spin): 138.00 kcal/mol
2S+1: 2

***

Entry 4:
Molecular formula: C3H3OP
Method: DFT, ωB97M-V with the def2-TZVPD basis set

```
8
C3H3OP (ωB97M-V with the def2-TZVPD basis set)
C 1.317 1.038 -0.171
C 1.349 -0.246 0.082
C 0.237 0.567 0.545
O -2.007 -0.965 -0.313
P -2.020 0.556 0.249
H 1.542 1.894 -0.681
H 1.992 -1.129 0.009
H -2.410 -1.715 0.279
```

E_HOMO (spin up / spin down): -6.37 / -6.36 eV
E_LUMO (spin up / spin down): 0.21 / 0.21 eV
SMILES: OP=c1cc1
Relative energy (zero: lowest compared OMol25 entry of this formula, charge and spin): 115.51 kcal/mol

***

Entry 5:
Molecular formula: C3H3OS
Method: DFT, ωB97M-V with the def2-TZVPD basis set

```
8
C3H3OS (ωB97M-V with the def2-TZVPD basis set)
C -0.347 -1.159 -0.513
C -0.671 0.905 1.313
C 0.607 -0.409 -0.915
O 1.114 0.755 -0.548
S 0.521 1.714 0.748
H -1.027 -1.965 -0.409
H -1.409 0.945 2.081
H 1.211 -0.787 -1.757
```

E_HOMO: -15.44 eV
E_LUMO: -7.01 eV
Relative energy (zero: lowest compared OMol25 entry of this formula, charge and spin): 114.07 kcal/mol
Net charge: +1

***

Entry 6:
Molecular formula: C3H3OS2
Method: DFT, ωB97M-V with the def2-TZVPD basis set

```
9
C3H3OS2 (ωB97M-V with the def2-TZVPD basis set)
C -1.657 1.011 -0.382
C -0.598 0.245 -0.146
C 2.018 -0.899 0.480
O 2.174 -0.182 1.389
S 2.480 -1.900 -0.629
S -0.605 -1.376 0.550
H -1.644 2.053 -0.660
H -2.580 0.496 -0.446
H 0.412 0.552 -0.157
```

E_HOMO: -2.85 eV
E_LUMO: 3.30 eV
Relative energy (zero: lowest compared OMol25 entry of this formula, charge and spin): 25.11 kcal/mol
Net charge: -1

***

Entry 7:
Molecular formula: C3H3OS2
Method: DFT, ωB97M-V with the def2-TZVPD basis set

```
9
C3H3OS2 (ωB97M-V with the def2-TZVPD basis set)
C -1.471 0.187 0.031
C -0.177 -0.144 -0.599
C 1.225 0.012 0.217
O 0.010 -0.597 -1.719
S -1.839 1.738 0.404
S -2.214 -1.225 0.644
H 1.133 0.797 0.775
H 1.965 0.101 -0.601
H 1.368 -0.869 0.847
```

E_HOMO: -3.73 eV
E_LUMO: 3.72 eV
SMILES: CC(=O)C(=S)[S-]
Relative energy (zero: lowest compared OMol25 entry of this formula, charge and spin): 13.31 kcal/mol
Net charge: -1

***

Entry 8:
Molecular formula: C3H3OS2
Method: DFT, ωB97M-V with the def2-TZVPD basis set

```
9
C3H3OS2 (ωB97M-V with the def2-TZVPD basis set)
C 0.579 0.354 0.066
C -0.716 0.228 -0.220
C -4.002 -0.440 -0.366
O -3.687 -1.084 -1.287
S -4.784 0.058 0.891
S -1.835 1.506 -0.493
H 1.203 -0.513 0.228
H 1.054 1.320 0.133
H -1.155 -0.767 -0.286
```

E_HOMO: -2.65 eV
E_LUMO: 3.18 eV
Relative energy (zero: lowest compared OMol25 entry of this formula, charge and spin): 15.39 kcal/mol
Net charge: -1

***

Entry 9:
Molecular formula: C3H3OS2
Method: DFT, ωB97M-V with the def2-TZVPD basis set

```
9
C3H3OS2 (ωB97M-V with the def2-TZVPD basis set)
C -0.203 -0.206 -0.633
C -1.926 1.230 2.079
C 1.154 -0.802 -0.478
O -1.217 2.123 1.893
S -1.486 -0.432 0.434
S -0.439 0.677 -2.049
H 1.618 -0.152 0.330
H 1.665 -0.655 -1.431
H 0.834 -1.783 -0.146
```

E_HOMO: -3.27 eV
E_LUMO: 3.81 eV
Relative energy (zero: lowest compared OMol25 entry of this formula, charge and spin): 23.99 kcal/mol
Net charge: -1

***

Entry 10:
Molecular formula: C3H3PS
Method: DFT, ωB97M-V with the def2-TZVPD basis set

```
8
C3H3PS (ωB97M-V with the def2-TZVPD basis set)
C -0.448 0.147 0.074
C -0.387 0.180 1.411
C 0.674 -0.311 -0.860
P -2.065 0.772 -0.412
S -0.429 0.452 2.950
H 0.779 0.345 -1.772
H 0.261 -1.256 -1.243
H 1.615 -0.328 -0.149
```

E_HOMO (spin up / spin down): -7.71 / -7.71 eV
E_LUMO (spin up / spin down): -1.36 / -1.37 eV
Relative energy (zero: lowest compared OMol25 entry of this formula, charge and spin): 35.90 kcal/mol